# 1
DFT (the ωB97M-V functional and the def2-TZVPD basis) results for a gas-phase ion, C5H11NO2 (charge -2).

Properties
LUMO energy ... 6.799 eV
Energy relative to the best compared isomer or geometry (same formula, charge and spin) ... 22.2 kcal/mol
Gap between HOMO and LUMO ... 5.85 eV
HOMO ... 0.0347 Eh
E ... -10944.2815 eV
SMILES string ... CN[C@H](C[O-])CC[O-]
Total charge ... -2

Each line ends with the Löwdin charge.
Cartesian coordinates (Å):
1 C -0.485 -1.671 1.008  -0.1803
2 N -0.871 -1.158 -0.293  -0.1106
3 C -0.113 -0.006 -0.755  -0.3711
4 C 0.349 1.007 0.290  -0.2211
5 C -0.702 2.000 0.907  -0.5660
6 O -0.190 2.887 1.794  -0.4420
7 C 1.191 -0.524 -1.583  -0.4874
8 O 0.903 -1.673 -2.239  -0.4185
9 H -0.991 -0.998 1.747  0.0650
10 H -0.864 -2.690 1.141  0.0519
11 H 0.573 -1.686 1.281  0.0577
12 H -0.858 -1.835 -1.048  0.0611
13 H -0.751 0.550 -1.473  0.1167
14 H 0.905 0.570 1.133  0.0853
15 H 1.106 1.641 -0.201  0.0920
16 H -1.223 2.605 0.104  0.0712
17 H -1.441 1.266 1.344  0.0642
18 H 2.042 -0.573 -0.846  0.0698
19 H 1.418 0.288 -2.310  0.0622



# 2
DFT (the ωB97M-V functional and the def2-TZVPD basis) results for 2 unconnected molecules or ions with the total composition C7H9BNO4.

Properties
LUMO energy ... 1.581 eV
Gap between HOMO and LUMO ... 4.29 eV
HOMO ... -0.0997 Eh
E ... -17762.5763 eV
Total charge ... -1

Each line ends with the Löwdin charge.
Cartesian coordinates (Å):
1 C -1.637 -2.568 -0.253  -0.0308
2 C -0.628 -1.683 -0.896  -0.1907
3 C 0.329 -2.059 -1.750  0.0392
4 C 1.261 -1.020 -2.253  -0.3803
5 O 1.680 -1.008 -3.395  0.0832
6 C 1.586 0.032 -1.257  0.0497
7 C 0.640 0.448 -0.404  -0.0043
8 B 0.908 1.536 0.733  -0.5886
9 N -0.071 2.341 1.299  0.2164
10 O 2.259 1.634 1.147  0.0794
11 C -0.684 -0.216 -0.565  -0.3111
12 O -1.747 0.361 -0.496  0.1331
13 H -2.598 -2.065 -0.169  0.0834
14 H -1.313 -2.773 0.771  0.0936
15 H -1.729 -3.525 -0.761  0.0785
16 H 0.445 -3.089 -2.063  0.1212
17 H 2.593 0.431 -1.219  0.1259
18 H -1.026 2.025 1.190  0.0706
19 H 0.023 2.527 2.309  0.0565
20 H 2.459 0.907 1.744  0.0879
21 O -1.293 3.534 3.467  -0.6261
22 H -1.458 4.231 2.820  -0.1869



# 3
DFT (the ωB97M-V functional and the def2-TZVPD basis) results for C4H7N3 in the gas phase.

Properties
LUMO energy ... 0.704 eV
Energy relative to the best compared isomer or geometry (same formula, charge and spin) ... 69.6 kcal/mol
Gap between HOMO and LUMO ... 9.42 eV
HOMO ... -0.3203 Eh
E ... -8728.6628 eV
SMILES string ... Cc1cn(C)nn1

Each line ends with the Löwdin charge.
Cartesian coordinates (Å):
1 C 2.078 0.200 -0.151  -0.0232
2 N 0.928 -0.262 0.599  -0.1769
3 C -0.161 0.479 0.822  -0.1045
4 C -1.228 -0.368 0.727  -0.3178
5 C -1.965 0.147 -0.515  -0.0694
6 N -0.701 -1.652 0.635  0.0325
7 N 0.577 -1.581 0.546  0.0373
8 H 2.803 -0.609 -0.178  0.0868
9 H 2.483 1.083 0.339  0.0885
10 H 1.796 0.460 -1.183  0.0938
11 H -0.204 1.556 0.809  0.1357
12 H -2.520 -0.683 -0.928  0.0672
13 H -2.562 1.043 -0.353  0.0710
14 H -1.205 0.413 -1.285  0.0789



# 4
DFT (the ωB97M-V functional and the def2-TZVPD basis) results for 3 unconnected molecules or ions with the total composition C8H14N3O4.

Properties
LUMO energy ... -2.872 eV
Energy relative to the best compared isomer or geometry (same formula, charge and spin) ... 0.0 kcal/mol
Gap between HOMO and LUMO ... 8.60 eV
HOMO ... -0.4216 Eh
E ... -21177.1806 eV
Total charge ... +1

Each line ends with the Löwdin charge.
Cartesian coordinates (Å):
1 C 2.452 -0.778 0.909  0.0354
2 C 1.913 -2.074 1.134  0.0285
3 C 1.126 -0.546 -1.056  0.0230
4 C 1.959 0.031 -0.139  -0.2076
5 C 1.082 -2.602 0.192  -0.2936
6 C 0.729 -1.870 -0.961  -0.2263
7 C 2.473 1.328 -0.362  -0.4754
8 C -0.977 2.007 0.950  -0.1788
9 N -0.747 2.224 -0.345  0.1598
10 N -2.040 1.356 1.348  0.1395
11 N -3.975 0.308 -0.187  -0.0314
12 O 0.694 -3.873 0.260  0.0872
13 O -0.048 -2.572 -1.868  0.0297
14 O 3.567 1.727 0.320  0.1019
15 O 1.817 2.167 -1.012  0.0137
16 H 3.072 -0.259 1.714  0.1466
17 H 2.156 -2.759 1.880  0.1113
18 H 0.876 0.083 -1.930  0.1402
19 H -1.463 1.978 -1.109  0.1736
20 H 0.020 2.827 -0.666  0.1049
21 H -2.108 1.162 2.372  0.1519
22 H -2.738 0.978 0.614  0.0397
23 H -4.293 -0.056 -1.135  0.0851
24 H -4.801 0.842 0.183  0.0667
25 H -4.174 -0.464 0.580  0.1108
26 H -0.067 -4.051 -0.423  0.1761
27 H -0.242 -1.860 -2.590  0.1691
28 H 3.952 2.471 -0.270  0.1841
29 H -0.217 2.274 1.598  0.1342



# 5
DFT (the ωB97M-V functional and the def2-TZVPD basis) results for a molecular structure, C30H25BeN4O2.

Properties
LUMO energy ... -3.587 eV
Energy relative to the best compared isomer or geometry (same formula, charge and spin) ... 0.0 kcal/mol
Gap between HOMO and LUMO ... 6.32 eV
HOMO ... -0.3642 Eh
E ... -41973.6173 eV
Total charge ... +1

Each line ends with the Löwdin charge.
Cartesian coordinates (Å):
1 Be -0.596 0.248 0.777  0.1730
2 C -0.110 -0.756 -3.238  -0.0137
3 C -0.315 -2.123 -3.183  -0.0203
4 C -0.688 -2.707 -1.979  0.0210
5 C -0.839 -1.891 -0.878  -0.1584
6 N -0.632 -0.565 -0.928  0.1184
7 C -0.275 -0.008 -2.081  -0.0462
8 C -1.264 -2.335 0.472  -0.1408
9 C -1.642 -3.603 0.879  0.0325
10 C -2.071 -3.760 2.191  -0.0064
11 C -2.139 -2.671 3.050  0.0321
12 C -1.742 -1.436 2.563  -0.1410
13 N -1.299 -1.313 1.319  0.1358
14 C -1.781 -0.120 3.247  -0.1643
15 C -2.158 0.085 4.558  0.0189
16 C -2.168 1.389 5.040  -0.0228
17 C -1.805 2.425 4.198  -0.0151
18 C -1.432 2.127 2.895  -0.0518
19 N -1.421 0.882 2.432  0.1224
20 H 0.175 -0.267 -4.158  0.1192
21 H -0.189 -2.733 -4.067  0.1222
22 H -0.854 -3.773 -1.906  0.1194
23 H -0.120 1.062 -2.059  0.1287
24 H -1.617 -4.442 0.200  0.1206
25 H -2.374 -4.737 2.541  0.1242
26 H -2.503 -2.785 4.061  0.1205
27 H -2.436 -0.743 5.194  0.1186
28 H -2.459 1.588 6.063  0.1214
29 H -1.806 3.450 4.537  0.1186
30 H -1.129 2.893 2.194  0.1272
31 C 6.747 -0.833 5.142  -0.0459
32 C 6.457 -0.547 3.694  -0.2266
33 C 7.430 -0.778 2.731  -0.0419
34 C 7.188 -0.523 1.389  -0.0701
35 C 5.953 -0.044 0.999  -0.0328
36 C 4.971 0.197 1.954  -0.2154
37 N 3.699 0.675 1.522  0.0966
38 C 3.470 1.940 1.073  -0.1714
39 C 4.513 2.889 1.028  -0.0045
40 C 4.290 4.163 0.565  -0.0602
41 C 3.027 4.573 0.122  -0.0821
42 C 1.996 3.670 0.169  -0.0226
43 C 2.187 2.361 0.642  -0.0738
44 C 1.025 1.493 0.675  -0.4772
45 O -0.121 1.847 0.240  -0.0077
46 O 1.039 0.295 1.159  0.0146
47 C 5.208 -0.038 3.308  -0.1612
48 C 4.153 0.239 4.343  -0.0273
49 H 7.725 -1.298 5.257  0.0777
50 H 6.001 -1.501 5.576  0.0843
51 H 6.742 0.083 5.737  0.0858
52 H 8.394 -1.165 3.039  0.1117
53 H 7.958 -0.710 0.652  0.1061
54 H 5.730 0.150 -0.043  0.1201
55 H 2.891 0.085 1.639  0.1187
56 H 5.498 2.601 1.367  0.1137
57 H 5.116 4.863 0.549  0.1120
58 H 2.869 5.578 -0.242  0.1039
59 H 1.003 3.947 -0.158  0.1188
60 H 3.359 0.866 3.943  0.0722
61 H 4.578 0.743 5.211  0.0803
62 H 3.700 -0.688 4.705  0.0902



# 6
DFT (the ωB97M-V functional and the def2-TZVPD basis) results for 2 unconnected molecules or ions with the total composition C5H11NO.

Properties
LUMO energy ... -1.873 eV
Energy relative to the best compared isomer or geometry (same formula, charge and spin) ... 178.5 kcal/mol
Gap between HOMO and LUMO ... 5.29 eV
HOMO ... -0.2632 Eh
E ... -8893.9552 eV

Each line ends with the Löwdin charge.
Cartesian coordinates (Å):
1 C 1.006 1.079 -0.320  -0.0490
2 C 2.491 0.673 -0.255  -0.0786
3 C 0.079 0.049 -0.419  -0.5628
4 N -1.269 0.245 0.046  0.1439
5 C -2.329 0.069 1.035  -0.0644
6 C -2.556 -1.276 1.618  -0.0848
7 O 0.316 -0.942 -1.144  -0.0473
8 H 2.267 0.362 -3.874  0.0394
9 H 0.700 1.941 0.268  0.0829
10 H 2.928 1.370 0.435  0.0603
11 H 2.875 0.716 -1.263  0.0265
12 H 2.445 -0.324 0.138  0.0700
13 H -1.553 -0.708 -0.173  0.0902
14 H -2.192 0.867 1.724  0.0895
15 H 2.693 0.757 -3.412  0.0133
16 H -2.739 -1.073 2.674  0.0819
17 H -3.475 -1.869 1.430  0.0915
18 H -1.687 -1.936 1.494  0.0977



# 7
DFT (the ωB97M-V functional and the def2-TZVPD basis) results for a molecular structure, CsF6H2OP.

Properties
LUMO energy (alpha / beta) ... -3.498 / -11.962 eV
⟨S²⟩ ... 0.755
Gap between HOMO and LUMO (alpha / beta) ... 12.56 / 4.10 eV
Spin multiplicity ... 2
HOMO (alpha / beta) ... -0.5902 / -0.5901 Eh
E ... -28216.7914 eV
Total charge ... +1

Each line ends with the Löwdin charge.
Cartesian coordinates (Å):
1 Cs 2.056 0.268 -1.167  1.1635
2 P -1.072 -1.542 0.468  0.2295
3 F -0.593 -0.950 -0.961  -0.2027
4 F 0.393 -2.269 0.543  -0.1066
5 F -0.515 -0.241 1.267  -0.0926
6 F -1.526 -2.303 1.872  0.0471
7 F -2.504 -0.796 0.456  -0.0110
8 F -1.596 -2.804 -0.441  0.0506
9 O 1.660 3.212 -0.839  -0.1707
10 H 2.107 3.327 0.000  0.0367
11 H 1.591 4.097 -1.198  0.0561



# 8
DFT (the ωB97M-V functional and the def2-TZVPD basis) results for a molecular structure, C25H33AuBN4O4P.

Properties
LUMO energy (alpha / beta) ... -7.322 / -7.322 eV
Energy relative to the best compared isomer or geometry (same formula, charge and spin) ... 47.7 kcal/mol
Gap between HOMO and LUMO (alpha / beta) ... 6.51 / 6.51 eV
HOMO (alpha / beta) ... -0.5083 / -0.5083 Eh
E ... -54257.2111 eV
Total charge ... +2

Each line ends with the Löwdin charge.
Cartesian coordinates (Å):
1 Au 0.209 -0.267 -0.408  1.1164
2 C -3.440 2.917 1.894  0.0231
3 O -2.048 3.147 1.555  0.0110
4 C -1.311 2.128 1.188  -0.5832
5 O -1.667 0.971 1.079  0.0188
6 N -0.024 2.560 0.942  0.0681
7 N 0.862 1.733 0.236  0.0053
8 H -3.534 2.998 2.972  0.1046
9 H -3.756 1.939 1.544  0.0938
10 H -3.997 3.708 1.405  0.1033
11 H 0.107 3.559 0.862  0.1738
12 H 1.726 1.592 0.760  0.1197
13 H 1.056 2.174 -0.663  0.1075
14 N 0.382 -2.897 1.506  -0.0914
15 P 0.749 -1.328 2.035  1.0031
16 C 2.529 -1.077 2.037  -0.3974
17 C 3.082 -0.077 2.842  -0.1107
18 C 4.446 0.177 2.787  -0.0585
19 C 5.257 -0.556 1.931  -0.0517
20 C 4.709 -1.543 1.124  -0.0554
21 C 3.346 -1.800 1.167  -0.0913
22 C 0.147 -1.312 3.713  -0.3669
23 C 0.949 -1.838 4.731  -0.0782
24 C 0.454 -1.903 6.024  -0.0474
25 C -0.826 -1.439 6.301  -0.0405
26 C -1.622 -0.917 5.290  -0.0541
27 C -1.141 -0.850 3.992  -0.0814
28 C 0.292 -3.280 0.186  -0.3641
29 C 0.132 -4.619 -0.154  0.0192
30 C 0.143 -4.977 -1.483  -0.0050
31 C 0.332 -4.003 -2.463  -0.0250
32 C 0.461 -2.702 -2.065  -0.0925
33 N 0.425 -2.327 -0.754  -0.0500
34 H 0.071 -3.567 2.195  0.1288
35 H 2.462 0.486 3.532  0.1120
36 H 4.878 0.938 3.423  0.1174
37 H 6.321 -0.362 1.899  0.1186
38 H 5.343 -2.119 0.463  0.1172
39 H 2.933 -2.578 0.537  0.0948
40 H 1.949 -2.196 4.518  0.1145
41 H 1.068 -2.315 6.813  0.1194
42 H -1.205 -1.484 7.313  0.1205
43 H -2.619 -0.565 5.515  0.1162
44 H -1.762 -0.455 3.200  0.0915
45 H 0.026 -5.360 0.625  0.1314
46 H 0.020 -6.016 -1.759  0.1319
47 H 0.363 -4.249 -3.514  0.1249
48 H 0.575 -1.902 -2.781  0.1037
49 C -2.320 0.705 -4.979  0.0066
50 C -1.107 1.231 -4.245  -0.4184
51 C 0.062 1.420 -5.191  0.0005
52 O -0.681 0.182 -3.278  0.1024
53 B -0.439 0.815 -2.128  -0.6761
54 O -0.694 2.135 -2.040  0.0817
55 C -1.406 2.476 -3.318  -0.4081
56 C -2.863 2.630 -2.934  0.0029
57 C -0.826 3.778 -3.815  0.0049
58 H -2.027 -0.109 -5.640  0.1025
59 H -2.763 1.489 -5.595  0.1101
60 H -3.078 0.333 -4.293  0.0966
61 H 0.252 0.484 -5.713  0.1035
62 H 0.974 1.707 -4.665  0.1000
63 H -0.158 2.184 -5.937  0.1076
64 H -3.272 1.714 -2.506  0.1025
65 H -3.470 2.900 -3.797  0.1066
66 H -2.955 3.427 -2.197  0.1008
67 H 0.248 3.717 -3.973  0.0925
68 H -1.032 4.569 -3.093  0.1021
69 H -1.294 4.067 -4.757  0.1133



# 9
DFT (the ωB97M-V functional and the def2-TZVPD basis) results for C2H3Cl2N2P in the gas phase.

Properties
LUMO energy (alpha / beta) ... 0.646 / -3.053 eV
Energy relative to the best compared isomer or geometry (same formula, charge and spin) ... 0.0 kcal/mol
⟨S²⟩ ... 2.010
Gap between HOMO and LUMO (alpha / beta) ... 6.16 / 6.60 eV
Spin multiplicity ... 3
HOMO (alpha / beta) ... -0.2025 / -0.3548 Eh
E ... -39432.5070 eV

Each line ends with the Löwdin charge.
Cartesian coordinates (Å):
1 C 0.418 1.169 -0.113  -1.0005
2 C 0.888 -0.196 0.080  -0.3037
3 N -0.758 1.460 -0.359  -0.0634
4 N -0.272 -1.094 0.021  -0.3122
5 P -1.602 -0.376 -0.749  0.4065
6 Cl 1.564 2.357 0.269  0.7077
7 Cl -2.834 -0.503 0.758  0.2235
8 H 1.431 -0.428 -0.845  0.1247
9 H 1.338 -0.287 1.087  0.1318
10 H -0.173 -2.102 -0.149  0.0855



# 10
DFT (the ωB97M-V functional and the def2-TZVPD basis) results for C4H7FN2O in the gas phase.

Properties
LUMO energy ... 0.714 eV
Energy relative to the best compared isomer or geometry (same formula, charge and spin) ... 7.5 kcal/mol
Gap between HOMO and LUMO ... 10.09 eV
HOMO ... -0.3446 Eh
E ... -12006.7310 eV
SMILES string ... C/C(F)=C\NC(N)=O

Each line ends with the Löwdin charge.
Cartesian coordinates (Å):
1 C 1.401 0.910 0.744  -0.0325
2 C 1.445 -0.341 0.013  -0.3827
3 C 0.482 -1.238 -0.229  -0.0627
4 C -1.837 -0.225 -0.063  -0.6052
5 H 2.245 1.082 1.420  0.0873
6 H 0.547 0.830 1.443  0.0970
7 H 1.394 1.795 0.039  0.1127
8 H 0.746 -2.001 -0.913  0.1110
9 H -1.207 -1.835 0.886  0.1463
10 H -2.054 1.528 -1.170  0.1081
11 H -0.526 0.750 -1.342  0.0921
12 N -0.851 -1.147 0.234  0.0688
13 N -1.427 0.801 -0.871  0.1625
14 O -3.007 -0.376 0.297  0.0214
15 F 2.649 -0.534 -0.488  0.0760



# 11
DFT (the ωB97M-V functional and the def2-TZVPD basis) results for C5H10NO2 in the gas phase.

Properties
LUMO energy (alpha / beta) ... 0.591 / 0.448 eV
Energy relative to the best compared isomer or geometry (same formula, charge and spin) ... 34.2 kcal/mol
⟨S²⟩ ... 0.754
Gap between HOMO and LUMO (alpha / beta) ... 4.21 / 9.51 eV
Spin multiplicity ... 2
HOMO (alpha / beta) ... -0.1332 / -0.3329 Eh
E ... -10929.2052 eV

Each line ends with the Löwdin charge.
Cartesian coordinates (Å):
1 O -1.688 -0.755 0.288  0.0619
2 C -0.859 -1.411 -0.313  -0.5122
3 O -1.151 -2.637 -0.781  0.1143
4 C 0.544 -0.964 -0.649  -0.0898
5 C 0.670 0.561 -0.864  -0.1650
6 C 0.892 1.324 0.386  -0.4580
7 C 2.045 1.904 0.801  -0.0094
8 N -0.341 1.642 1.086  0.1089
9 H -1.940 -2.932 -0.300  0.1301
10 H 0.770 -1.483 -1.576  0.1162
11 H 1.203 -1.383 0.102  0.1324
12 H -0.259 0.890 -1.344  0.1114
13 H 1.559 0.672 -1.486  0.1146
14 H 2.087 2.480 1.721  0.0225
15 H 2.952 1.890 0.216  0.0319
16 H -0.880 2.456 0.566  0.0764
17 H -0.122 2.002 2.009  0.1236
18 H -0.980 0.853 1.099  0.0901



# 12
DFT (the ωB97M-V functional and the def2-TZVPD basis) results for C2H3N3OS in the gas phase.

Properties
LUMO energy ... 0.140 eV
Energy relative to the best compared isomer or geometry (same formula, charge and spin) ... 45.0 kcal/mol
Gap between HOMO and LUMO ... 9.77 eV
HOMO ... -0.3539 Eh
E ... -19473.1340 eV
SMILES string ... [H]/N=c1\ncn(S)o1

Each line ends with the Löwdin charge.
Cartesian coordinates (Å):
1 C 0.419 1.141 -0.231  -0.2194
2 C -1.086 -0.358 -0.103  -0.5235
3 H 1.983 -0.865 1.254  -0.1265
4 H 1.043 2.042 -0.179  0.1350
5 H -2.881 -0.391 0.412  0.0655
6 N 1.032 -0.027 -0.739  -0.4475
7 N -0.796 1.016 0.074  0.1614
8 N -2.152 -1.030 0.055  0.1507
9 O -0.007 -1.003 -0.598  -0.0356
10 S 2.444 -0.525 0.056  0.8398



Question: E of number 4 (C8H14N3O4)?
Answer: -21177.1806 eV



Question: Number 7 is which compound?
Answer: CsF6H2OP



Question: What is the formula in the first record?
Answer: C5H11NO2